1.
A structure of composition C24H42IrN5PSe5Si2Te2 at a distorted geometry, computed with ωB97M-V/def2-TZVPD.

Summary:
**HOMO (spin up / spin down)**: -12.303 / -12.518 eV
**Net charge**: +2
**⟨S²⟩**: 0.766
**Multiplicity**: 2

Element x y z (Å)
Ir (-0.37884, -1.39655, -1.13664)
Se (-1.74603, -3.93433, -1.79370)
Se (-2.73657, -4.37309, -3.73834)
Te (-1.81139, -2.70010, -5.44547)
Se (-0.70142, -1.04134, -4.11425)
Se (-1.35774, 1.88007, -2.67091)
Se (2.17639, 0.57383, -3.35349)
C (2.63937, -1.11668, -2.66800)
C (3.87838, -1.61590, -3.08850)
C (4.24507, -2.89864, -2.76169)
C (3.36211, -3.65918, -2.00020)
C (2.17632, -3.08540, -1.60036)
N (1.80423, -1.83770, -1.91129)
C (-2.67564, 0.98413, -1.63672)
C (-3.84910, 1.68995, -1.37869)
C (-4.86588, 1.08261, -0.66913)
C (-4.68652, -0.24128, -0.28300)
C (-3.49427, -0.86490, -0.58820)
N (-2.47868, -0.26489, -1.21585)
H (4.51693, -0.97847, -3.68450)
H (5.18622, -3.30615, -3.09574)
H (3.59772, -4.67330, -1.72865)
H (1.46731, -3.65954, -1.02073)
H (-3.92286, 2.70700, -1.73596)
H (-5.77197, 1.61888, -0.42724)
H (-5.45499, -0.77592, 0.24884)
H (-3.33869, -1.90086, -0.32599)
C (2.04633, 6.01358, -2.05232)
Si (0.84223, 4.58685, -2.41690)
C (0.92593, 3.97397, -4.21533)
C (-0.89862, 5.16302, -1.87205)
C (1.54957, 3.13012, -1.30323)
Te (0.49647, 1.26834, -1.13763)
C (-0.54222, 2.03605, 0.58794)
Si (0.71648, 2.17436, 2.03685)
C (2.05355, 0.86283, 1.64298)
C (1.44743, 3.93164, 2.15385)
C (-0.29193, 1.76946, 3.60190)
H (1.80266, 6.86430, -2.68009)
H (3.08089, 5.75326, -2.25187)
H (1.97115, 6.34818, -1.02146)
H (0.75516, 4.79063, -4.90878)
H (0.17718, 3.21154, -4.42978)
H (1.90255, 3.55216, -4.44451)
H (-1.01163, 6.22176, -2.08182)
H (-1.06633, 5.03223, -0.80744)
H (-1.68650, 4.64158, -2.40936)
H (1.66183, 3.48638, -0.28535)
H (2.53895, 2.88170, -1.68901)
H (-1.33047, 1.33081, 0.84254)
H (-0.98662, 2.99686, 0.33878)
H (2.87621, 1.29948, 1.08125)
H (1.63211, 0.05072, 1.04526)
H (2.48310, 0.42654, 2.53869)
H (2.37872, 4.05402, 1.60872)
H (1.66359, 4.17050, 3.18989)
H (0.74768, 4.68206, 1.79731)
H (-0.91733, 0.88736, 3.49849)
H (-0.95361, 2.59783, 3.83356)
H (0.35193, 1.62574, 4.46255)
C (0.68667, -4.21938, 3.56685)
N (-0.00035, -4.86274, 2.46110)
C (-1.41353, -4.97655, 2.76499)
N (-1.98103, -3.66344, 3.00335)
C (-1.28241, -3.01361, 4.09706)
N (0.13902, -2.89832, 3.82114)
C (0.44421, -1.95876, 2.78138)
P (-0.33180, -2.43699, 1.11995)
C (0.26664, -4.23670, 1.20376)
C (-2.03966, -2.85936, 1.82351)
H (1.75194, -4.13841, 3.34045)
H (0.56183, -4.83243, 4.46185)
H (-1.53112, -5.58400, 3.66598)
H (-1.93208, -5.46098, 1.93574)
H (-1.41709, -3.60671, 5.00415)
H (-1.70642, -2.02093, 4.26044)
H (1.52959, -1.91166, 2.65334)
H (0.09132, -0.96613, 3.06984)
H (1.34780, -4.25153, 1.03860)
H (-0.23271, -4.79483, 0.40203)
H (-2.58056, -3.40605, 1.04374)
H (-2.56615, -1.92862, 2.05154)

Forces on the atoms, in the same order (eV/Å):
Ir 0.3 0.3 -1.9
Se 0.3 0.5 0.2
Se 0.5 0.6 -0.8
Te -0.2 -0.2 1.4
Se 0.1 -0.4 0.1
Se -0.3 -0.2 -0.6
Se -0.3 0.2 -0.2
C -0.2 0.7 -0.4
C 0.0 -0.2 0.1
C -0.1 0.1 0.1
C -0.1 0.2 0.0
C 0.3 -0.9 0.2
N -1.5 -0.6 1.1
C -0.1 0.3 0.1
C 0.3 -0.1 -0.2
C 0.1 -0.3 0.0
C 0.0 0.3 -0.1
C -0.3 -0.3 0.3
N 0.9 -1.1 0.7
H -0.1 0.0 0.0
H 0.1 0.0 0.0
H -0.1 -0.2 0.1
H 0.1 0.0 -0.1
H -0.1 0.0 0.1
H 0.0 0.0 0.0
H -0.1 -0.1 0.1
H 0.0 0.0 0.0
C -0.4 -0.7 -0.2
Si 0.2 0.2 0.2
C -0.1 0.1 0.7
C 0.5 -0.4 -0.4
C -0.1 0.3 -0.4
Te 0.2 0.7 0.5
C 0.6 0.1 0.2
Si -0.3 0.0 0.3
C -0.4 0.5 0.2
C -0.2 -0.7 0.0
C 0.5 0.2 -0.6
H -0.1 0.2 -0.2
H 0.2 -0.1 0.0
H -0.1 0.0 0.2
H -0.1 0.2 -0.1
H 0.0 0.0 -0.1
H 0.1 0.0 0.0
H 0.1 0.2 -0.1
H 0.0 -0.1 0.2
H 0.0 0.0 0.0
H -0.1 0.0 0.2
H 0.0 -0.1 0.0
H -0.1 -0.1 0.0
H -0.1 0.1 -0.1
H 0.1 0.1 -0.1
H 0.1 -0.2 0.1
H 0.1 0.0 0.2
H 0.1 0.0 -0.1
H 0.0 0.0 0.2
H -0.2 0.1 -0.1
H -0.1 -0.2 -0.1
H -0.1 0.2 0.0
H 0.2 0.0 0.2
C 0.1 0.0 -0.1
N 0.2 -0.7 0.2
C 0.1 0.1 0.0
N -0.7 -0.2 0.4
C 0.0 0.1 0.0
N 0.2 0.1 0.5
C 0.3 0.7 -0.5
P -0.4 -0.3 0.0
C 0.3 0.3 -0.8
C 0.0 0.6 -0.7
H 0.0 0.0 0.0
H 0.0 0.0 -0.1
H 0.0 0.0 -0.1
H 0.0 0.0 0.0
H 0.0 0.0 -0.1
H 0.0 0.0 0.0
H -0.1 0.1 -0.1
H 0.1 0.0 -0.1
H -0.1 0.0 -0.1
H 0.2 0.0 0.0
H -0.1 0.1 0.0
H -0.1 0.0 -0.1



2.
A structure of composition C24H42KO21 at a distorted geometry, computed with ωB97M-V/def2-TZVPD.

Summary:
**HOMO**: -11.644 eV
**Net charge**: +1
**Multiplicity**: 1

Element x y z (Å)
K (0.33226, -0.97251, 0.25647)
C (-3.50427, 1.29013, -2.46435)
C (-4.20088, 0.92484, -1.08454)
C (-5.11993, -0.30352, -1.29441)
O (-4.12739, -1.32441, -1.30355)
C (-3.06581, -0.94367, -0.59600)
O (-2.04526, -1.52603, -0.43530)
O (-3.20862, 0.40016, -0.25760)
H (-2.68014, 1.96820, -2.37847)
H (-4.34730, 1.65693, -3.02951)
H (-3.23456, 0.39340, -3.01281)
H (-4.70490, 1.71128, -0.61463)
H (-5.60074, -0.14022, -2.24784)
H (-5.71189, -0.40594, -0.38013)
C (-0.24848, 3.33745, 3.28232)
C (-0.35178, 1.99461, 3.85649)
C (-1.42101, 1.10845, 3.05716)
O (-0.70247, -0.04616, 2.68446)
C (0.55858, 0.13454, 3.10972)
O (1.49858, -0.68149, 2.91044)
O (0.81129, 1.30070, 3.70691)
H (-0.00578, 3.33927, 2.21144)
H (0.55600, 3.96424, 3.74805)
H (-1.19536, 3.91193, 3.39501)
H (-0.65787, 1.92515, 4.88087)
H (-1.73099, 1.53841, 2.03967)
H (-2.34237, 0.86156, 3.62416)
C (-2.26062, 5.58748, 0.71267)
C (-2.27574, 4.35494, -0.16895)
C (-1.61325, 4.57668, -1.57373)
O (-0.88647, 3.41745, -1.76697)
C (-0.80550, 2.65445, -0.60201)
O (-0.01895, 1.67253, -0.34011)
O (-1.58952, 3.12994, 0.40132)
H (-2.53531, 5.28996, 1.68896)
H (-3.03038, 6.36888, 0.50193)
H (-1.25245, 5.98327, 0.67243)
H (-3.24116, 4.05210, -0.43064)
H (-0.88449, 5.45823, -1.62061)
H (-2.29624, 4.76117, -2.40068)
C (0.98406, -5.24971, 0.05399)
O (0.73572, -5.45629, 1.46258)
C (0.21431, -4.55790, 2.30697)
O (-0.15885, -3.25456, 1.89476)
O (0.01035, -4.88542, 3.50850)
C (-0.48267, -3.86018, 4.36451)
H (0.55272, -6.24581, -0.25547)
H (2.01548, -5.19643, -0.08955)
H (0.45042, -4.49110, -0.41537)
H (-0.72998, -4.43969, 5.26384)
H (-1.39313, -3.30223, 4.10153)
H (0.27005, -3.11770, 4.57460)
C (0.36850, 0.98484, -3.70700)
O (-0.82304, 0.20507, -3.76884)
C (-0.83770, -1.07031, -3.52480)
O (0.06459, -1.67639, -2.63447)
O (-1.98337, -1.60798, -4.02979)
C (-2.43910, -2.94435, -3.75318)
H (0.47845, 1.36135, -2.74028)
H (0.21714, 1.81618, -4.36403)
H (1.31328, 0.41788, -3.89951)
H (-1.89453, -3.56991, -4.49313)
H (-3.47476, -2.80452, -3.93275)
H (-2.40355, -3.24564, -2.66853)
C (3.61409, 1.22618, -1.70491)
O (4.39302, 1.03333, -0.52597)
C (3.71054, 1.14471, 0.56826)
O (2.28128, 1.05626, 0.49685)
O (4.43038, 1.37063, 1.70549)
C (3.80616, 1.93546, 2.82464)
H (4.28844, 1.22198, -2.55794)
H (2.95386, 2.01687, -1.70065)
H (3.03565, 0.30258, -1.90233)
H (3.02583, 2.62066, 2.44094)
H (4.50150, 2.57209, 3.37846)
H (3.29793, 1.18968, 3.47416)
C (3.72525, -2.47276, -3.07676)
O (4.37765, -2.83858, -1.91075)
C (3.76338, -2.78146, -0.73603)
O (2.37109, -2.42345, -0.57009)
O (4.56842, -3.27036, 0.30963)
C (4.01925, -3.38122, 1.63187)
H (2.77137, -1.92682, -2.84515)
H (3.39427, -3.36929, -3.53503)
H (4.26735, -1.63910, -3.70186)
H (4.54018, -4.16835, 2.23569)
H (2.90453, -3.61743, 1.70443)
H (4.04536, -2.33517, 2.00481)

Forces on the atoms, in the same order (eV/Å):
K 0.6 -0.3 0.0
C -2.3 -0.7 1.2
C 1.0 -1.3 -2.7
C 1.3 1.9 1.0
O -0.3 -1.3 -0.2
C 0.6 2.2 -0.6
O -0.8 -0.7 0.3
O 0.8 -1.4 1.2
H 0.2 0.4 0.0
H 0.0 0.9 -0.6
H 0.4 -0.2 0.3
H -0.6 1.4 0.7
H -0.5 -0.9 0.0
H -0.6 -0.3 -0.6
C 0.4 2.8 -0.2
C -3.4 -0.6 -0.8
C -1.1 1.7 -1.5
O 1.2 -0.2 1.1
C 4.9 -3.7 -1.2
O -3.7 2.5 0.7
O 0.9 -1.5 -0.4
H -0.1 -0.4 0.3
H -0.7 -0.6 -0.1
H 0.5 -0.5 0.0
H 0.0 0.6 0.8
H 0.3 -0.1 1.8
H 0.8 0.0 -0.1
C -0.1 -0.2 -0.5
C 0.7 0.5 -1.1
C 0.9 2.1 1.3
O 1.3 -3.2 1.2
C 3.2 -3.0 1.9
O -4.1 4.6 -2.5
O -0.2 2.2 -2.5
H 0.1 -0.3 1.3
H 0.7 -0.7 -0.6
H 0.0 0.4 0.4
H -1.7 -0.7 0.3
H -0.9 -1.0 0.4
H -0.4 -0.4 0.2
C -1.9 -3.3 0.9
O -0.6 1.0 2.9
C -1.6 8.0 -6.0
O 2.2 -7.0 1.7
O 0.1 -1.3 0.6
C -0.9 0.0 1.9
H 0.9 1.1 -0.6
H 1.6 0.2 -0.3
H -0.9 1.7 -0.3
H 0.3 0.4 -0.1
H 0.4 -0.7 -0.8
H 0.5 0.0 -0.1
C 1.2 -1.0 -0.3
O -0.2 -0.2 -1.2
C 2.9 -4.0 5.6
O -5.0 3.1 -5.7
O 2.3 1.6 1.0
C 1.1 -0.1 0.7
H 0.0 0.6 1.7
H 0.0 0.2 -0.6
H -1.1 0.2 -0.3
H -0.7 -0.1 0.9
H -1.0 -0.5 -0.7
H 0.8 0.3 -1.1
C 0.7 -3.7 -1.6
O 0.7 0.7 0.6
C -7.9 -0.1 1.8
O 8.6 0.8 1.1
O 0.1 -1.1 -3.4
C -2.3 0.9 0.7
H 0.5 0.6 0.3
H -1.1 1.9 0.5
H -0.1 0.4 0.5
H 0.1 -0.4 0.4
H 0.3 -0.6 -0.2
H 0.6 0.4 -0.5
C -2.1 3.7 -1.1
O 1.0 0.0 3.2
C -6.2 0.3 2.4
O 8.8 -2.0 -0.9
O -1.8 0.6 -3.5
C -2.1 0.9 0.9
H 0.6 -0.6 0.2
H 0.3 -0.6 -1.2
H -0.2 -2.4 1.1
H 0.1 1.1 -0.9
H 1.4 0.1 -0.8
H 0.4 -0.9 0.5



3.
A cluster of 6 separate species, C24H42N2O8S4 in total at a distorted geometry, computed with ωB97M-V/def2-TZVPD.

Summary:
**HOMO**: -7.739 eV
**Net charge**: 0
**Structure (SMILES)**: O=S1(=O)CCCC1.O=S1(=O)CCCC1.O=S1(=O)CCCC1.O=S1(=O)CCCC1.c1cc[nH]c1.c1cc[nH]c1
**Multiplicity**: 1

Element x y z (Å)
O (0.63924, -4.52179, 0.73145)
S (-0.01301, -3.98207, 1.84627)
O (-1.27219, -3.22659, 1.78476)
C (-0.11633, -5.22065, 3.24413)
C (1.01533, -4.87219, 4.27123)
C (1.26943, -3.40915, 4.22853)
C (1.33986, -3.08792, 2.69108)
H (-0.33818, -6.22279, 2.87724)
H (-0.94589, -4.93614, 3.89142)
H (0.66917, -5.05104, 5.28921)
H (1.97705, -5.33759, 4.05537)
H (2.25682, -3.13311, 4.59861)
H (0.50149, -2.77497, 4.67146)
H (2.22993, -3.52987, 2.24326)
H (1.44220, -2.03549, 2.42646)
O (-2.40949, -1.43349, -3.42930)
S (-1.15904, -1.44205, -4.20056)
O (-1.04774, -0.64047, -5.40679)
C (0.21144, -1.17599, -2.99708)
C (0.24230, -2.58911, -2.29550)
C (0.34674, -3.63298, -3.49142)
C (-0.70671, -3.16742, -4.54721)
H (0.04027, -0.26175, -2.42879)
H (0.99942, -0.83522, -3.66870)
H (1.08597, -2.69221, -1.61309)
H (-0.49785, -2.97333, -1.59360)
H (0.35622, -4.62004, -3.02912)
H (1.36476, -3.52212, -3.86485)
H (-1.66348, -3.68834, -4.51069)
H (-0.33403, -3.30825, -5.56180)
O (-2.18644, 5.97393, 2.70195)
S (-2.65921, 4.96871, 1.70854)
O (-1.93240, 4.54973, 0.44443)
C (-3.00041, 3.38444, 2.64654)
C (-4.55630, 3.27039, 2.68341)
C (-5.19247, 4.68385, 2.23323)
C (-4.39116, 5.34310, 1.23289)
H (-2.54809, 3.31948, 3.63613)
H (-2.52499, 2.55119, 2.12907)
H (-4.85228, 2.52209, 1.94820)
H (-4.82723, 3.01696, 3.70833)
H (-5.48577, 5.23716, 3.12537)
H (-6.19607, 4.46523, 1.86839)
H (-4.48469, 6.42509, 1.13993)
H (-4.54562, 4.76194, 0.32377)
O (4.64821, 1.48835, 1.51729)
S (4.54905, 0.13094, 0.99373)
O (4.17913, -0.92393, 1.98376)
C (3.58106, -0.15409, -0.49141)
C (4.12395, -1.52770, -1.04146)
C (5.65151, -1.36546, -0.93008)
C (6.08488, -0.38808, 0.21678)
H (3.86611, 0.71723, -1.08102)
H (2.53477, -0.19915, -0.18916)
H (3.71321, -2.19168, -0.28086)
H (3.71339, -1.73792, -2.02906)
H (6.11274, -1.26664, -1.91273)
H (5.94660, -2.30549, -0.46385)
H (6.46789, 0.48102, -0.31808)
H (6.73976, -0.88000, 0.93599)
C (0.03970, 0.16223, 1.02264)
C (1.08252, 0.66697, 1.73177)
C (1.42939, 1.83576, 1.20080)
N (0.45641, 2.23840, 0.32711)
C (-0.42906, 1.20109, 0.29387)
H (-0.39361, -0.81662, 1.16583)
H (1.61112, 0.16444, 2.52828)
H (2.17719, 2.49592, 1.61478)
H (0.50060, 3.12436, -0.15582)
H (-1.19509, 1.25455, -0.46556)
C (-3.09008, 4.07546, -3.04366)
C (-3.63860, 3.02309, -3.84621)
C (-2.63348, 2.08771, -4.00391)
N (-1.52492, 2.51932, -3.36364)
C (-1.75274, 3.73881, -2.75410)
H (-3.62703, 4.87196, -2.55004)
H (-4.68667, 2.95018, -4.09650)
H (-2.77303, 1.19360, -4.59339)
H (-0.64389, 2.03554, -3.46278)
H (-0.92134, 4.15093, -2.20153)

Forces on the atoms, in the same order (eV/Å):
O 0.4 -1.6 -3.2
S -0.9 2.0 4.8
O 1.6 -1.0 -0.3
C -0.4 1.2 0.8
C 0.0 -1.0 -0.3
C 0.3 1.8 -2.7
C 0.0 0.4 0.5
H 0.7 0.0 0.0
H -0.8 0.1 -0.8
H 0.1 -0.9 -0.1
H -0.2 -0.5 0.2
H -0.2 -0.1 0.5
H 0.0 -0.2 0.2
H 0.0 -0.3 0.2
H -0.6 0.1 0.1
O 1.3 -0.1 -1.1
S -0.6 0.0 1.2
O 0.1 -0.2 0.7
C -1.6 -0.3 -0.2
C 1.5 -0.3 -0.8
C 0.3 1.8 1.2
C 0.2 -1.1 0.2
H -0.6 -0.4 0.5
H 0.8 -1.1 0.1
H 0.6 0.2 -0.4
H -1.1 1.2 -0.4
H -0.9 -0.2 -0.6
H -0.1 0.1 -0.5
H 0.0 -0.1 0.3
H 0.0 0.5 0.0
O -0.6 -1.5 -2.3
S 1.8 -1.1 -0.4
O -1.2 1.7 3.1
C -0.6 0.1 -0.4
C 0.8 1.4 -0.6
C -2.2 -2.2 2.9
C 1.8 -0.1 -0.8
H 0.0 0.9 0.0
H -0.1 0.3 -0.6
H -0.2 -0.1 0.3
H -0.5 -0.1 -0.3
H 0.8 0.4 0.1
H 0.0 -0.2 -0.5
H 0.0 -0.2 -0.2
H 0.3 0.6 -0.5
O -0.3 -1.0 -1.1
S 0.1 -1.6 2.6
O 0.5 1.4 -1.7
C 0.1 -0.2 -0.1
C -0.7 2.6 1.4
C -0.1 -2.1 1.5
C -0.8 0.3 -1.9
H -0.5 0.0 -0.4
H 0.0 0.4 -0.2
H 0.3 -0.6 -0.4
H 0.2 0.0 0.1
H 0.2 0.4 0.4
H 0.5 -0.4 -0.9
H 0.5 0.2 0.8
H 0.0 0.5 -0.1
C -2.5 -1.1 0.3
C 2.6 -1.7 1.7
C 0.8 3.0 1.0
N 1.1 -0.5 0.8
C -1.2 0.6 -3.2
H -0.3 0.1 -0.2
H 0.2 0.1 -0.1
H 0.1 0.2 -0.5
H -0.7 -0.3 0.1
H -0.3 -0.2 0.2
C 1.4 -0.6 0.8
C 0.8 0.5 1.1
C -1.9 0.3 -0.8
N 0.3 -0.2 -0.3
C -1.0 -0.6 -0.8
H 0.1 0.2 -0.3
H 0.2 -0.2 -0.3
H 0.8 -0.1 0.3
H -0.1 0.3 0.2
H -0.5 0.4 0.1